<one>
The following is a quantum chemistry calculation of a 3-piece molecular cluster, C2H9NO3 overall, from the OMol25 dataset.

Cartesian coordinates (Å):
C 0.141 -0.951 -0.859
N -1.257 -0.886 -0.912
C -1.946 -0.581 0.233
O 0.733 -0.266 -0.100
H 0.641 -1.358 -1.758
H -1.594 -1.669 -1.404
H -1.408 -0.924 1.207
H -2.947 -1.037 0.389
H -2.096 0.519 0.300
H 1.525 2.231 -0.493
H 2.303 0.944 -0.380
O 2.303 1.672 -0.880
H -0.014 0.958 2.829
H 0.599 0.502 1.352
O -0.207 0.498 1.992

Molar mass ... 95.1 g mol⁻¹
HOMO-LUMO gap ... 0.38879 hartree



<two>
The following is a quantum chemistry calculation of C2H9NO3 as an isolated structure, from the OMol25 dataset.

Cartesian coordinates (Å):
C 2.110 -0.883 0.081
O -0.427 -0.927 -0.661
O 0.794 -0.725 0.513
O -0.818 -2.180 -1.159
H -1.440 -2.521 -0.496
H 2.340 -1.936 -0.144
H 2.762 -0.556 0.903
H 2.340 -0.270 -0.799
C -1.404 1.534 -0.208
N -0.642 1.680 0.975
H -1.135 1.331 1.790
H 0.236 1.145 0.912
H -0.989 2.133 -1.018
H -1.269 0.425 -0.644
H -2.459 1.750 -0.046

Molar mass ... 95.1 g mol⁻¹
HOMO-LUMO gap (spin up / spin down) ... 0.26903 / 0.26910 hartree



<three>
The following is a quantum chemistry calculation of a 3-piece molecular cluster, C2H9NO3 overall, from the OMol25 dataset.

Cartesian coordinates (Å):
C 0.696 1.687 0.485
N 0.884 2.625 1.455
C 1.451 2.229 2.771
O 0.077 0.667 0.665
H 1.008 1.979 -0.535
H 1.174 3.532 1.132
H 0.730 2.471 3.543
H 1.839 1.219 2.623
H 2.395 2.762 2.904
H -0.359 -1.448 -0.725
H -1.577 -2.384 -0.804
O -0.609 -2.372 -0.841
H -2.262 -3.957 -2.896
H -1.134 -3.225 -3.558
O -2.028 -3.539 -3.737

Molar mass ... 95.1 g mol⁻¹
HOMO-LUMO gap ... 0.39804 hartree



What should be chosen as the least stable of them? Choose <two>.



<one>
The following is a quantum chemistry calculation of an isolated ion of composition C6H12N and charge +2, from the OMol25 dataset.

Cartesian coordinates (Å):
C 0.511 -0.543 -1.950
C 0.375 -1.637 -0.798
C 0.055 -1.016 0.562
C 0.648 0.093 1.116
C 0.123 0.679 2.394
C -0.507 1.896 2.486
N -0.708 0.370 -1.901
H 0.598 -1.089 -2.887
H 1.344 0.135 -1.758
H -0.454 -2.318 -1.103
H 1.342 -2.110 -0.804
H -0.821 -1.441 1.061
H 1.633 0.425 0.803
H 0.443 0.050 3.231
H -0.480 2.639 1.699
H -1.002 2.126 3.429
H -0.438 1.324 -1.673
H -1.345 0.024 -1.174
H -1.316 0.392 -2.732

2S+1 ... 2
Molar mass ... 98.2 g mol⁻¹
Charge ... +2
HOMO-LUMO gap (spin up / spin down) ... 0.37282 / 0.22279 hartree
Expectation value of S² ... 0.755



<two>
The following is a quantum chemistry calculation of a 2-piece molecular cluster, C6H12N overall, from the OMol25 dataset.

Cartesian coordinates (Å):
C -1.177 1.682 0.462
C 1.080 2.395 -0.237
N 0.250 1.494 0.115
H -1.311 1.262 1.457
H -1.774 1.173 -0.291
H -1.378 2.750 0.481
H 0.736 3.424 -0.295
H 2.109 2.129 -0.444
H 0.603 0.543 0.109
C 0.293 -1.483 -1.956
C 0.503 -1.849 -0.640
C -0.427 -1.590 0.392
C -0.080 -1.871 1.699
H -0.602 -0.934 -2.239
H 1.011 -1.642 -2.752
H 1.453 -2.281 -0.334
H -1.384 -1.169 0.101
H -0.801 -1.722 2.494
H 0.895 -2.310 1.878

2S+1 ... 2
Molar mass ... 98.2 g mol⁻¹
Charge ... +2
HOMO-LUMO gap (spin up / spin down) ... 0.36396 / 0.32720 hartree
Expectation value of S² ... 0.786



What should be chosen as the least stable of them? Choose <one>.



<one>
The following is a quantum chemistry calculation of C4H6O4 as an isolated structure, from the OMol25 dataset.

Cartesian coordinates (Å):
C 1.100 0.447 -0.631
C 1.732 -0.676 0.098
C -0.206 -0.407 -0.338
C -1.366 0.186 0.464
H 1.017 -0.010 -2.533
H 1.151 1.380 -0.050
H 2.325 -0.377 1.010
H 2.358 -1.281 -0.517
H -0.696 -0.719 -1.208
H -1.761 0.721 2.223
O 1.454 0.824 -1.974
O 0.516 -1.315 0.464
O -0.925 0.522 1.743
O -2.539 0.342 0.206

Molar mass ... 118.1 g mol⁻¹
HOMO-LUMO gap ... 0.40170 hartree



<two>
The following is a quantum chemistry calculation of one molecule with the formula C4H6O4, from the OMol25 dataset.

Cartesian coordinates (Å):
C -0.718 -0.265 -0.960
C -0.782 -1.636 -1.643
C -0.409 0.032 0.458
C 0.746 0.875 0.837
O -1.935 -0.966 -1.267
O -0.946 -0.627 1.537
O 0.751 2.078 0.039
O 1.859 0.183 0.703
H -0.227 0.429 -1.677
H -0.729 -2.692 -1.419
H 0.559 1.346 1.866
H -1.744 -1.077 1.038
H 1.033 1.727 -0.853
H 2.542 0.593 1.341

Molar mass ... 118.1 g mol⁻¹
HOMO-LUMO gap (spin up / spin down) ... 0.27668 / 0.31926 hartree



What should be chosen as the least stable of them? Choose <two>.



<one>
The following is a quantum chemistry calculation of H24HeO12 as an isolated structure, from the OMol25 dataset.

Cartesian coordinates (Å):
He -0.038 -0.321 -0.195
O 1.586 -3.494 -1.176
H 1.359 -4.019 -0.409
H 1.051 -3.858 -1.882
O 0.872 1.978 2.550
H 1.560 1.681 3.146
H 0.485 2.735 2.990
O -1.964 2.943 1.543
H -2.372 2.501 2.287
H -1.042 2.689 1.589
O 2.695 1.789 -1.458
H 2.015 2.296 -1.016
H 3.192 2.437 -1.958
O -2.263 -0.964 1.565
H -1.340 -0.879 1.803
H -2.438 -1.904 1.617
O 0.772 -0.021 -3.169
H 1.424 0.299 -2.545
H 0.083 0.644 -3.158
O 2.249 -2.187 1.998
H 1.362 -1.830 1.942
H 2.750 -1.688 1.353
O -1.664 2.900 -2.308
H -2.091 2.314 -1.683
H -0.873 3.196 -1.858
O -2.906 0.663 -0.889
H -2.653 -0.069 -1.452
H -2.635 0.395 -0.011
O 3.282 -1.142 -0.692
H 3.093 -0.310 -1.127
H 2.574 -1.724 -0.969
O -2.838 -1.729 -2.047
H -3.560 -2.028 -1.495
H -2.161 -2.398 -1.940
O -0.023 -0.544 2.764
H 0.264 0.355 2.605
H 0.193 -0.706 3.682

Molar mass ... 220.2 g mol⁻¹
HOMO-LUMO gap ... 0.37247 hartree



<two>
The following is a quantum chemistry calculation of H24HeO12 as an isolated structure, from the OMol25 dataset.

Cartesian coordinates (Å):
He -0.042 -0.133 -0.060
O -0.495 -1.853 2.053
H -1.166 -2.490 1.808
H 0.182 -1.948 1.384
O -0.896 -0.695 -4.153
H -1.108 0.147 -4.554
H 0.035 -0.631 -3.940
O 0.068 1.213 2.084
H -0.725 0.692 1.963
H 0.722 0.788 1.528
O 3.678 0.787 -1.915
H 3.300 0.944 -1.050
H 4.429 0.217 -1.749
O -2.175 3.840 0.283
H -1.503 3.877 0.964
H -1.926 3.091 -0.259
O 1.989 -1.889 0.667
H 2.299 -2.569 1.266
H 2.724 -1.280 0.596
O -2.195 1.925 -2.474
H -2.432 1.015 -2.295
H -2.970 2.429 -2.226
O 0.526 -2.315 -1.617
H 0.939 -1.904 -2.376
H 1.054 -2.028 -0.872
O 0.980 -0.043 4.392
H 0.796 -0.981 4.436
H 0.366 0.292 3.739
O 2.797 0.950 0.704
H 2.626 1.886 0.595
H 3.321 0.894 1.503
O -2.681 1.089 2.231
H -3.350 0.446 2.467
H -3.109 1.936 2.356
O -2.330 -2.704 -2.300
H -2.238 -2.577 -3.244
H -1.492 -2.418 -1.936

Molar mass ... 220.2 g mol⁻¹
HOMO-LUMO gap ... 0.37836 hartree



What should be chosen as the least stable of them? Choose <two>.



<one>
The following is a quantum chemistry calculation of C9H8N2O as an isolated structure, from the OMol25 dataset.

Cartesian coordinates (Å):
C 1.012 -0.595 1.667
C 1.077 -1.958 1.188
C 1.067 -2.130 -0.284
C 0.385 -1.216 -1.201
C -0.124 -0.230 -0.397
C 0.585 0.417 0.793
C -1.043 0.739 -0.961
C -1.846 0.816 -2.101
C -1.936 2.718 -1.252
H 2.158 -0.859 3.534
H 1.975 0.937 3.236
H 1.320 -2.995 1.575
H 1.420 -3.176 -0.745
H 0.279 -1.316 -2.320
H 0.492 1.453 1.049
H -2.587 -0.139 -2.711
H -2.363 3.771 -1.188
N 1.898 -0.263 2.853
N -2.642 1.920 -2.200
O -1.125 2.107 -0.536

Molar mass ... 160.2 g mol⁻¹
HOMO-LUMO gap ... 0.28426 hartree



<two>
The following is a quantum chemistry calculation of one molecule with the formula C9H8N2O, from the OMol25 dataset.

Cartesian coordinates (Å):
C 0.562 1.194 -1.003
C 0.405 0.615 -2.281
C -0.225 -0.584 -2.405
C -0.621 -1.424 -1.389
C -0.479 -0.953 -0.101
C -0.814 -1.724 1.057
C -0.263 0.097 2.471
C 0.320 0.813 1.446
C 0.170 0.369 0.149
H 1.950 2.410 -0.524
H 0.331 2.986 -0.297
H 0.713 1.179 -3.158
H -0.084 -1.015 -3.393
H -1.056 -2.473 -1.491
H -1.031 -1.743 3.180
H 0.056 0.212 3.583
H 0.993 1.594 1.693
N 1.011 2.489 -0.925
N -0.881 -1.128 2.344
O -1.057 -2.913 1.044

Molar mass ... 160.2 g mol⁻¹
HOMO-LUMO gap ... 0.30439 hartree



What should be chosen as the least stable of them? Choose <one>.